DFT (wB97M-V/def2-TZVPD) results for 2 unconnected molecules or ions with the total composition C2H2IO2.

The geometry in XYZ format:
```
7
Properties=species:S:1:pos:R:3:forces:R:3:mulliken_charge:R:1
C 1.076184 -0.572762 -1.290629 1.83 -0.16 0.15 0.708
C -0.279798 0.625408 1.049475 -1.10 0.87 0.89 -0.772
O 1.835456 -1.264473 -0.738653 -0.62 -0.23 0.27 -0.425
O 0.573165 0.151858 -2.031950 -0.83 0.60 -0.59 -0.384
I -1.602105 -0.935657 0.094426 -0.48 -0.61 0.44 -0.338
H -0.579029 0.574770 2.167164 0.36 -0.44 -1.21 0.135
H -1.023874 1.420856 0.750167 0.84 -0.03 0.07 0.077
```
Forces are in eV/Å.

Properties
Net charge: -1
DFT total energy: -14301.877 eV
Strongest force on any atom: 0.0359 hartree/bohr
Kohn-Sham gap: 6.26 eV
Energy above the lowest of the compared OMol25 structures with the same formula, charge and spin: 31.8 kcal per mole